21
Properties=species:S:1:pos:R:3:forces:R:3:lowdin_charge:R:1 method="wB97M-V/def2-TZVPD" homo_energy_ev=-7.623 e_above_lowest_kcal_mol=103.71 lumo_energy_ev=0.066 e_tot_ev=-8492.3949
C 0.5638 2.0931 1.0590 -0.52 -0.25 0.29 -0.0908
C -0.0792 1.4500 -0.1812 0.72 -0.59 -0.29 -0.2118
C -0.4399 0.0034 0.1369 3.13 -0.18 -2.47 -0.5232
C -1.8042 -0.2574 0.3663 0.12 0.70 4.18 0.0762
C 0.5567 -0.9170 0.1711 -0.50 -0.21 -1.10 -0.1834
C 0.2816 -2.3286 0.6029 0.02 0.36 1.26 -0.1163
H 0.1065 3.0223 1.3688 -0.09 0.31 -0.01 0.0657
H 1.6343 2.2386 0.9653 0.09 0.05 -0.22 0.0727
H 0.4244 1.3796 1.8772 0.12 0.19 0.27 0.0448
H -0.9512 1.9357 -0.6107 -0.04 0.45 0.31 0.1039
H 0.6803 1.4512 -0.9654 -0.19 -0.08 -0.11 0.0910
H -2.5483 0.4225 -0.0324 0.09 0.21 0.42 0.0726
H -2.1600 -1.2335 0.6458 0.06 -0.23 -0.15 0.0518
H -1.0073 0.2092 1.8628 -3.02 -0.52 -2.07 0.2613
H 1.5362 -0.6531 -0.2227 -0.03 0.12 0.47 0.1057
H 1.1283 -2.7801 1.1221 0.29 -0.07 -0.43 0.0668
H -0.1064 -3.0261 -0.1347 -0.01 0.00 -0.22 0.0709
H -0.4431 -2.2584 1.4275 -0.23 -0.24 -0.21 0.0589
H 0.9518 -0.3999 -3.9137 0.12 0.26 0.01 0.0378
H 0.6478 -0.4741 -2.4405 0.10 0.27 0.18 0.0129
O 1.0279 0.1226 -3.1044 -0.24 -0.54 -0.12 -0.0676



14
Properties=species:S:1:pos:R:3:forces:R:3:lowdin_charge:R:1 method="wB97M-V/def2-TZVPD" homo_energy_ev=-8.599 e_above_lowest_kcal_mol=100.08 lumo_energy_ev=0.781 e_tot_ev=-9842.9398
O -0.9910 -1.4570 1.4227 -0.04 0.00 -0.18 0.0029
C -1.4910 -1.1987 0.2461 0.34 -0.18 0.01 -0.0872
C -0.2558 1.7393 0.0104 -0.22 0.09 -0.06 -0.0561
O 1.0609 1.3071 0.3510 0.10 -0.10 -0.01 -0.0749
C 1.4886 0.0441 0.1811 0.02 -0.27 -0.05 -0.2495
N 0.9711 -1.0111 -0.2984 0.09 0.32 0.15 0.0305
C -0.3885 -1.1066 -0.8049 -0.15 0.07 -0.04 -0.2744
H -0.0057 -1.5454 1.4020 -0.11 0.08 -0.01 0.1018
H -1.0250 1.0608 0.3880 0.09 0.15 -0.03 0.0645
H -0.3577 1.8568 -1.0722 0.02 -0.01 0.17 0.0978
H -0.3757 2.7085 0.4952 0.03 -0.11 -0.10 0.0978
H 2.5114 -0.0087 0.5590 -0.13 -0.02 -0.05 0.1345
H -0.6551 -0.3302 -1.5300 -0.01 -0.13 0.15 0.0977
H -0.4866 -2.0590 -1.3500 -0.01 0.12 0.06 0.1147



77
Properties=species:S:1:pos:R:3:forces:R:3:lowdin_charge:R:1 method="wB97M-V/def2-TZVPD" homo_energy_ev=-5.330 lumo_energy_ev=0.035 e_tot_ev=-69566.1066
Hf -0.8338 -0.2050 0.1454 2.41 0.83 -0.07 0.7549
Cl 0.4676 0.2548 -1.8516 -0.64 0.25 0.12 0.0033
P -3.2992 -0.8066 -0.5005 -0.25 -0.48 0.14 0.9617
C -3.3908 -1.8038 -2.0849 -0.06 0.20 -0.34 -0.5078
C -4.0582 -1.8412 0.8465 -0.09 0.31 -0.30 -0.5396
C -4.2005 0.7835 -0.8063 -0.05 -0.02 -0.28 -0.5384
C -2.0673 -2.5432 -2.3875 0.16 -0.13 0.18 -0.1581
H -3.5059 -0.9809 -2.8168 0.08 -0.36 0.06 0.1062
C -4.6108 -2.7396 -2.2436 0.16 0.05 0.24 -0.1019
H -4.6621 -3.5100 -1.4510 0.02 0.39 -0.47 0.0667
H -4.5062 -3.2550 -3.2107 -0.12 0.14 0.32 0.0846
H -5.5505 -2.1772 -2.2481 0.10 -0.17 0.03 0.0627
H -1.2304 -1.8479 -2.5320 -0.26 -0.18 0.14 0.0063
H -2.1426 -3.1473 -3.3007 -0.29 0.19 0.08 0.0787
H -1.7776 -3.2258 -1.5718 -0.15 0.33 -0.31 0.0555
H -3.7031 1.1185 -1.7354 -0.10 -0.20 0.23 0.1057
C -3.9846 1.9278 0.2225 0.13 0.12 0.20 -0.1143
C -5.6761 0.5664 -1.1408 -0.19 0.20 -0.12 -0.1136
H -5.8001 0.1229 -2.1365 -0.02 0.03 0.25 0.0702
H -6.1516 1.5533 -1.1502 -0.17 -0.24 -0.06 0.0815
H -6.1937 -0.0666 -0.4058 0.13 0.24 -0.13 0.0790
H -3.1872 1.7448 0.9575 -0.25 -0.04 -0.26 0.0343
H -4.9045 2.1749 0.7747 0.22 -0.29 -0.18 0.0812
H -3.6841 2.8420 -0.3151 -0.15 -0.32 0.17 0.0866
C -3.2947 -3.1683 0.9583 0.00 -0.28 -0.08 -0.1165
H -5.0869 -1.9891 0.4679 0.24 -0.21 0.48 0.1031
C -4.0635 -1.1357 2.2101 -0.13 0.19 0.14 -0.1062
H -3.4876 -3.8199 0.1012 0.19 0.09 0.16 0.0570
H -3.6259 -3.7084 1.8547 0.00 0.15 -0.15 0.0885
H -2.2039 -3.0261 1.0493 -0.37 0.06 -0.06 0.0521
H -3.0527 -1.0800 2.6582 -0.34 -0.02 -0.34 0.0754
H -4.6934 -1.7045 2.9136 0.22 0.15 -0.25 0.0882
H -4.4740 -0.1208 2.1512 0.08 -0.14 0.05 0.0646
Cl 0.2327 -1.2630 2.0161 -0.09 0.12 0.70 -0.0408
H -0.3168 -1.8519 -0.3593 -0.25 -1.02 -0.33 -0.1785
P 4.0500 0.1893 -0.6189 -2.72 -0.31 0.17 0.9918
C 3.9414 1.8621 -1.2712 0.14 -0.03 -0.10 -0.5578
C 4.4943 0.0547 1.1139 0.97 0.48 0.49 -0.5848
C 3.9207 -1.1944 -1.7662 0.15 -0.19 -0.30 -0.5766
C 2.7590 2.7258 -0.7348 0.42 0.06 -0.23 -0.1387
H 3.7691 1.7125 -2.3592 0.14 0.04 0.51 0.1113
C 5.3503 2.4670 -1.0759 -0.26 0.64 -0.61 -0.1457
H 5.5450 2.7132 -0.0248 -0.05 -0.01 -0.18 0.0687
H 5.4107 3.3791 -1.6818 0.27 0.18 0.28 0.0659
H 6.1337 1.7677 -1.4198 -0.45 0.34 0.15 0.0666
H 1.7859 2.2352 -0.9117 0.61 0.22 0.05 -0.0058
H 2.7837 3.6797 -1.2810 -0.16 -0.01 0.22 0.0716
H 2.8493 2.9346 0.3453 -0.04 0.00 -0.64 0.0421
H 3.3154 -0.7882 -2.6091 0.42 -0.08 0.49 0.0868
C 3.1473 -2.4554 -1.2783 0.27 0.12 -0.52 -0.1250
C 5.3628 -1.4639 -2.2665 -0.20 -0.35 -0.35 -0.1546
H 5.6986 -0.6153 -2.8888 -0.12 -0.37 0.26 0.0675
H 5.3799 -2.3714 -2.8720 0.23 -0.16 -0.22 0.0584
H 6.0956 -1.5679 -1.4445 -0.51 -0.05 -0.27 0.0703
H 2.1960 -2.2180 -0.7707 0.52 0.05 -0.16 0.0377
H 3.7791 -3.0868 -0.6341 -0.31 0.19 -0.18 0.0615
H 2.8977 -3.0254 -2.1935 0.13 -0.03 0.48 0.0743
C 3.7838 1.0938 2.0354 -0.01 -0.77 -0.23 -0.1079
H 5.5629 0.3111 0.9968 -0.10 -0.11 1.24 0.0845
C 4.3420 -1.3508 1.7076 -0.15 0.10 0.13 -0.1176
H 3.7951 2.1145 1.6385 0.19 -0.38 0.26 0.0386
H 4.2894 1.0634 3.0068 -0.03 0.18 -0.04 0.0756
H 2.7327 0.7817 2.2006 0.43 0.18 -0.23 0.0617
H 3.2710 -1.5765 1.8654 0.43 0.02 -0.22 0.0515
H 4.8232 -1.3543 2.7010 -0.08 -0.13 -0.36 0.0794
H 4.7903 -2.1375 1.0788 -0.12 0.33 0.31 0.0626
C -0.6419 3.9645 1.6680 -0.02 0.51 0.00 -0.0530
C -0.2719 2.5100 1.9916 0.79 0.04 -0.76 -0.5149
C -0.5450 2.1669 3.4346 0.11 -0.09 0.41 -0.0696
O -0.7782 1.5202 1.0820 -0.40 0.83 0.44 -0.4603
H -1.7150 4.1397 1.5028 0.23 -0.24 -0.11 0.0711
H -0.0509 4.3969 0.8382 -0.48 -0.50 0.10 0.0784
H -0.3707 4.5942 2.5347 -0.09 -0.34 -0.21 0.0773
H 0.8129 2.4662 1.8337 0.04 -0.03 0.24 0.1128
H -1.6108 2.1147 3.6686 -0.04 -0.11 -0.12 0.0809
H -0.0486 1.2333 3.7018 -0.26 -0.11 -0.05 0.0517
H -0.1159 2.9430 4.0779 -0.04 -0.05 -0.11 0.0795



9
Properties=species:S:1:pos:R:3:forces:R:3:lowdin_charge:R:1 method="wB97M-V/def2-TZVPD" homo_energy_ev="-9.161 / -9.153" e_above_lowest_kcal_mol=106.64 lumo_energy_ev="-2.902 / -2.879" e_tot_ev=-27326.1526
C -1.0612 -0.6248 0.7842 -1.00 2.10 -2.21 -0.3959
C 0.4923 -0.2424 -0.9996 1.24 0.14 2.70 -1.1495
N -0.3657 -1.3878 1.4427 1.51 -1.30 -0.73 0.1933
O -0.7932 -0.1415 -0.4782 -1.76 0.01 0.25 -0.2190
S 1.1493 -1.8514 -0.7467 -1.40 -0.02 1.51 0.7521
S 1.5658 1.0540 -0.2923 1.04 -0.52 2.09 0.6526
H -2.0339 -0.0515 0.9410 1.03 -1.23 1.07 0.1759
H 0.2922 0.1882 -1.9222 0.20 -0.13 -2.51 0.0487
H 2.0019 0.3810 0.9389 -0.86 0.94 -2.16 -0.0584



23
Properties=species:S:1:pos:R:3:forces:R:3:lowdin_charge:R:1 method="wB97M-V/def2-TZVPD" homo_energy_ev=-8.810 e_above_lowest_kcal_mol=147.84 lumo_energy_ev=0.168 smiles="CC(C)(O)c1coc([S@@H](=N)=O)c1" e_tot_ev=-25899.7321
C 0.6530 -0.5551 0.5003 -2.12 -2.31 5.96 0.0922
C -1.5306 -0.2417 0.2247 1.79 0.12 -1.05 -0.0412
C -0.2641 -0.0615 -0.3610 -2.23 -0.80 -0.04 -0.2264
C -0.2616 -1.0308 1.7985 5.49 1.80 -4.73 -0.3058
C 0.9023 1.8625 -1.2155 0.61 -1.30 -0.16 0.0045
C -1.2478 1.0712 -2.3292 1.80 3.02 -0.66 -0.0336
C 0.0233 0.6296 -1.6606 1.18 -0.04 0.30 -0.5539
N 1.6486 -1.5894 3.6619 0.70 0.39 0.10 -0.2456
O -0.8822 -2.0351 4.1013 -0.11 0.05 -0.13 -0.3515
O -1.4705 -0.8296 1.4069 -2.15 0.41 0.48 0.0328
O 0.9162 -0.1360 -2.5283 -0.12 -0.36 -0.11 -0.0498
S 0.2553 -1.9057 3.2335 0.21 -1.39 -1.39 0.6640
H 1.7171 -0.5811 0.4356 0.38 -0.09 0.10 0.1075
H -2.4652 0.0681 -0.1289 -1.21 0.13 -0.17 0.1175
H 0.3375 2.7873 -1.3501 0.64 0.08 -0.38 0.0737
H 1.0119 1.7092 -0.1329 0.43 0.65 -0.44 0.0712
H 1.9232 1.7467 -1.7121 -1.50 0.73 0.55 0.1160
H -0.8752 1.3732 -3.3493 -0.92 -0.36 0.68 0.1101
H -1.4739 2.0983 -1.8100 -0.66 -2.27 -0.94 0.1257
H -1.9696 0.2845 -2.3578 -0.85 -0.03 -0.08 0.0718
H 1.8480 -0.6906 4.0740 -0.24 0.22 0.12 0.0179
H 0.6010 -0.9366 -3.0173 -0.43 1.14 1.10 0.1210
H 0.6031 -3.0375 2.5164 -0.70 0.20 0.91 0.0820



14
Properties=species:S:1:pos:R:3:forces:R:3:lowdin_charge:R:1 method="wB97M-V/def2-TZVPD" homo_energy_ev=-10.131 e_above_lowest_kcal_mol=109.67 lumo_energy_ev=0.581 e_tot_ev=-9842.5239
O 2.4059 -0.0936 0.1120 0.03 0.04 0.21 -0.0461
C 1.3436 0.3824 -0.6709 -0.24 0.00 -0.21 -0.2027
C 0.0057 -0.0130 -0.1010 0.01 0.43 0.14 -0.3942
C -0.5219 -1.1770 0.6000 -2.96 -0.29 -1.35 -0.0762
N -0.1958 -0.0167 1.3474 -0.14 0.13 0.01 0.0777
C -1.3647 0.4516 -0.6236 1.03 2.45 -0.46 -0.2723
O -2.0083 1.2148 0.0863 -0.29 -0.23 -0.89 0.0083
H 2.2015 0.1329 1.0310 0.02 -0.09 -0.09 0.0876
H 1.3499 1.4819 -0.7601 0.08 -0.17 0.04 0.1301
H 1.4757 -0.0306 -1.6766 -0.05 0.04 0.13 0.1285
H -0.3148 -2.2130 0.8875 0.28 0.53 -0.44 0.1227
H -1.7216 -0.9779 -0.0699 1.86 -2.21 2.41 0.1842
H -1.0257 0.5839 1.5186 0.51 -0.31 0.30 0.1041
H -1.6296 0.2743 -1.6807 -0.15 -0.31 0.20 0.1484



Here are the calculated molar mass numbers, same order: 102.177; 101.105; 629.974; 121.186; 189.236; 101.105 (g/mol).